10
Properties=species:S:1:pos:R:3:nbo_charge:R:1 method="wB97M-V/def2-TZVPD" e_above_lowest_ev=3.481 gap_ev=9.88 smiles="C1=[PH]=C1.C#C" e_lumo_ev=1.1 e_tot_ha=-496.57275 homo_energy_ha=-0.3242
H 4.0599 -1.1803 -0.1851 0.252
H -2.3022 2.0436 -0.2673 0.228
P -2.2690 -0.5312 0.5008 0.465
H -3.1062 -1.1443 -0.3690 -0.095
C -1.0235 0.2274 -0.6978 -0.358
H -0.3124 0.1842 -1.5080 0.241
C 2.2219 -0.2447 0.8807 -0.255
C -1.9342 1.0331 -0.2228 -0.480
H 1.4806 0.3656 1.4949 0.261
C 3.1851 -0.7536 0.3735 -0.258